Entry 1:
Molecular formula: C25H44F4N2O29PdS4
Method: DFT, ωB97M-V/def2-TZVPD

Output
- Total energy: -146677.264 eV
- 2S+1: 4
- LUMO (alpha / beta): 0.757 / -1.892 eV
- E_HOMO (alpha / beta): -4.7265 / -7.9309 eV
- Net charge: -1
- Gap between HOMO and LUMO (alpha / beta): 5.483 / 6.039 eV
- Strongest force on any atom: 0.17678 hartree/bohr

XYZ file:
```
109
Properties=species:S:1:pos:R:3:forces:R:3
Pd -2.443799 -2.824978 0.185517 -0.43 0.45 -0.50
N -4.463169 -2.944318 -0.150903 4.59 3.77 0.15
S -5.601849 -3.951758 -0.131103 -5.89 -5.30 -0.10
O -6.337579 -4.186378 -1.384743 2.00 -0.53 1.69
O -6.192049 -4.290318 1.148617 -0.60 0.95 0.19
F -4.542939 -5.130618 -0.015173 0.98 -1.67 -1.34
S -5.715959 -1.731608 -0.153743 -5.90 2.63 -2.05
O -6.186539 -1.209238 1.119387 1.85 -0.45 -0.40
O -6.689249 -1.595828 -1.282933 1.88 -0.17 1.47
F -4.700969 -0.642038 -0.711393 1.06 0.32 0.65
N -0.709249 -1.595958 0.312927 1.37 3.90 -2.49
S -0.521539 -0.110238 -0.673813 -5.12 5.34 -0.80
O 0.076021 -0.161618 -1.982553 -0.71 -0.92 1.75
O -0.383309 1.163992 0.129207 0.46 -4.14 -2.11
F -2.138049 -0.038468 -0.905743 1.26 -0.47 -0.38
S 0.770951 -1.325018 0.734877 3.71 -3.50 7.53
O 1.026711 -0.432088 1.860077 -0.77 -0.61 -2.03
O 1.797981 -1.477718 -0.228793 0.01 0.72 -1.35
F 0.880921 -2.731868 1.514947 -0.09 -0.27 0.06
C 1.115821 -0.740558 -5.255203 -0.80 1.14 1.86
C 1.668361 -1.322898 -6.503113 0.25 -0.77 0.35
O 3.066891 -1.010088 -6.353293 0.74 0.09 -0.38
C 3.389561 -0.769518 -5.047323 -2.54 0.62 -0.16
O 4.449441 -0.483738 -4.608023 0.43 -0.44 -0.12
O 2.212771 -0.774458 -4.325093 1.15 -0.16 -0.44
H 0.270541 -1.164238 -4.712883 0.07 -0.70 -0.51
H 0.815091 0.301452 -5.364133 0.28 0.27 -0.32
H 1.217161 -0.899168 -7.400313 0.49 0.09 0.00
H 1.581101 -2.409338 -6.514403 -0.05 -0.06 -0.17
C 4.550571 -2.484808 -0.276563 -0.90 0.58 -0.30
C 4.653121 -2.882828 -1.703063 0.35 0.07 -1.94
O 5.626431 -3.894138 -1.699083 1.49 -1.89 -0.62
C 5.978951 -4.260378 -0.465883 2.24 -2.25 0.18
O 6.795521 -5.182818 -0.193603 -3.35 3.67 -0.67
O 5.313831 -3.444918 0.360867 1.56 -1.93 2.62
H 3.516961 -2.600438 0.049577 0.42 0.70 0.34
H 5.034511 -1.516858 -0.146323 -0.58 0.14 0.48
H 5.110271 -2.122788 -2.336673 -0.77 0.27 -0.14
H 3.775431 -3.343898 -2.156043 -0.28 0.53 0.07
C -1.446989 3.974352 0.177157 0.95 -1.70 -1.92
C -0.280119 4.016002 1.111487 -0.80 2.28 0.42
O -0.650509 5.337812 1.681757 1.04 -0.01 2.68
C -1.594429 6.035232 1.058377 0.21 0.22 0.13
O -2.035169 7.101942 1.462147 0.65 -2.28 -1.50
O -1.883919 5.324912 -0.093473 -0.52 -0.08 0.84
H -2.204809 3.290702 0.559827 -0.49 0.63 0.20
H -1.048359 3.464532 -0.699923 -0.62 0.46 -0.70
H 0.741311 4.182352 0.769277 -0.24 -0.23 -0.63
H -0.262259 3.164902 1.792227 -0.31 0.61 0.44
C -3.375559 3.082882 -3.414133 0.14 0.26 -0.64
C -2.507069 2.040362 -4.093343 -0.97 0.04 0.84
O -1.311849 2.177182 -3.330383 -0.26 -0.53 -0.37
C -0.235879 2.579222 -3.943773 1.67 -1.35 -3.01
O -0.059779 2.905252 -5.129753 -0.94 0.16 2.30
O 0.748711 2.245472 -3.135443 0.64 0.73 1.23
C 2.016601 2.829012 -3.299903 0.99 0.33 -0.14
H -2.728129 3.955332 -3.325943 -0.46 0.51 -0.50
H -3.547039 2.851192 -2.362943 -0.42 -0.52 -0.21
H -4.281279 3.251932 -3.996543 -0.11 0.29 0.41
H -2.344679 2.120302 -5.168203 0.16 0.59 0.17
H -2.912289 1.042112 -3.927803 0.26 -0.15 0.23
H 2.560381 2.726642 -2.360803 -0.25 -0.22 0.06
H 1.974531 3.895642 -3.520423 -0.26 -0.03 -0.18
H 2.605541 2.326612 -4.067263 -0.16 -0.03 -0.15
C 2.218221 -5.507648 1.476407 0.35 1.09 -1.60
C 1.873901 -5.768138 -0.045143 -0.10 -1.29 1.90
O 0.625401 -5.094628 -0.318273 -3.45 -0.45 0.12
C -0.673979 -5.588048 -0.006033 0.57 0.68 -0.42
O -1.730719 -4.948468 -0.103183 2.49 -0.48 0.05
O -0.682039 -6.853438 0.356547 1.50 -0.35 0.26
C -1.849799 -7.575138 0.736297 -1.82 0.31 -0.33
H 1.393981 -5.847078 2.103707 0.13 -0.07 -0.07
H 2.325101 -4.425958 1.557757 -0.35 -0.01 0.27
H 3.185731 -5.853528 1.840267 -0.13 -0.66 -0.35
H 1.830071 -6.846398 -0.198603 -0.61 -0.09 -0.06
H 2.577141 -5.460598 -0.819083 -0.01 0.74 0.42
H -2.318889 -8.027918 -0.137233 0.45 -0.18 -0.20
H -2.658409 -6.943438 1.103977 0.38 0.47 0.22
H -1.662889 -8.343168 1.486827 0.71 0.27 -0.20
C -4.116769 4.097802 5.117117 0.30 -0.22 -1.05
C -4.719389 2.938812 4.216577 1.61 1.61 1.27
O -4.175179 1.666162 4.684727 -0.93 -1.17 0.08
C -2.956869 1.191842 4.370897 1.41 3.92 -2.00
O -2.182929 1.915182 3.659197 -1.82 -3.43 2.39
O -2.732469 0.014302 4.989837 -1.04 0.32 -0.28
C -1.444169 -0.567468 4.795717 1.56 1.73 -1.30
H -3.308529 4.540452 4.534937 -0.01 0.24 0.09
H -3.643959 3.815892 6.057897 -0.33 -0.62 -0.05
H -4.838379 4.878662 5.357177 -0.15 -0.10 -0.22
H -4.491379 3.187902 3.180207 0.42 -0.62 0.02
H -5.803899 3.026252 4.282057 0.06 -1.25 0.40
H -1.268619 -0.791618 3.743557 -0.31 -0.25 -0.08
H -1.111249 -1.415628 5.393947 -1.20 0.15 0.42
H -0.770429 0.272252 4.966087 0.49 -0.32 0.22
C 4.282271 5.216452 0.211037 -0.08 0.04 0.93
C 4.457911 4.441412 1.532287 1.12 -0.08 -1.16
O 3.187061 4.076662 2.002927 -1.20 1.52 0.11
C 3.044931 3.326592 3.074927 -0.13 -2.70 -0.46
O 3.901311 2.730482 3.675847 0.78 0.93 0.29
O 1.752391 3.022662 3.209007 -0.24 1.21 -0.30
C 1.463611 1.962052 4.075547 0.32 -1.13 1.63
H 5.239181 5.485012 -0.236523 0.14 -0.65 -0.11
H 3.866741 6.204182 0.410587 -0.58 -0.16 0.05
H 3.641231 4.626752 -0.444263 0.14 0.29 -0.24
H 5.050261 5.053982 2.211977 -0.27 -0.18 0.44
H 4.970961 3.496382 1.353967 0.43 0.12 -0.01
H 2.000461 2.007162 5.023107 0.04 0.77 0.18
H 1.847231 1.004072 3.724547 -0.51 0.03 -0.75
H 0.400141 1.959482 4.314537 0.08 0.03 -0.60
```
Forces are in eV/Å.

Results of the Mulliken charge analysis, in e, for atoms 1 through 4: 1.41, -0.13, 0.79, -0.55


Entry 2:
Molecular formula: C28H35IrN7O2Si
Method: DFT, ωB97M-V/def2-TZVPD

Output
- Total energy: -54839.879 eV
- 2S+1: 5
- LUMO (alpha / beta): -2.767 / -5.138 eV
- E_HOMO (alpha / beta): -10.0865 / -10.1009 eV
- Net charge: +1
- Gap between HOMO and LUMO (alpha / beta): 7.320 / 4.963 eV
- Strongest force on any atom: 0.02158 hartree/bohr

XYZ file:
```
74
Properties=species:S:1:pos:R:3:forces:R:3
Ir -1.018515 -0.270412 -0.522585 -0.86 -0.43 0.15
O -2.362970 -5.742001 0.171424 -0.24 0.19 0.14
C -1.071921 -5.759022 -0.168798 0.42 0.18 -0.09
C -0.405292 -6.985656 -0.104059 -0.04 -0.02 0.00
C 0.934653 -7.075842 -0.412781 -0.06 0.00 0.02
C 1.652896 -5.949006 -0.809655 0.15 0.02 -0.05
C 1.005263 -4.738566 -0.898947 -0.08 -0.06 0.01
C -0.352928 -4.614122 -0.581145 -0.01 -0.06 0.00
C -0.948023 -3.273259 -0.690540 -0.57 0.20 0.10
O -0.290953 -2.320206 -1.192788 0.25 0.34 0.03
N -2.213638 -3.122770 -0.239867 0.15 -0.86 0.27
N -2.618998 -1.865133 -0.308092 0.21 0.89 -0.29
C -3.835602 -1.519665 -0.108850 0.13 -0.44 0.03
C -4.173542 -0.126536 -0.313648 -0.17 0.39 -0.09
C -5.462923 0.352035 -0.082832 0.11 -0.13 -0.01
C -5.757322 1.667968 -0.379389 0.07 0.02 -0.03
C -4.756294 2.474366 -0.905912 -0.09 -0.01 0.01
C -3.496674 1.932700 -1.082797 0.00 0.05 -0.05
N -3.199181 0.670033 -0.787121 0.04 -0.10 0.10
H -2.661104 -4.802193 0.165686 -0.02 -0.10 -0.14
H -0.972028 -7.855692 0.199753 0.00 0.01 0.01
H 1.431235 -8.034946 -0.341503 0.00 0.00 -0.02
H 2.703554 -6.030108 -1.054457 -0.01 0.01 0.00
H 1.521692 -3.844768 -1.223495 0.02 -0.05 0.01
H -4.607036 -2.241912 0.142500 0.05 -0.05 -0.01
H -6.209599 -0.320826 0.317550 -0.03 0.02 -0.02
H -6.753432 2.056907 -0.216903 0.01 0.01 0.01
H -4.949993 3.502944 -1.174841 0.03 -0.01 -0.01
H -2.689998 2.529159 -1.488628 -0.01 0.00 0.04
C -2.271698 -1.195773 3.035614 0.02 -0.01 0.06
C -0.796654 -1.227450 2.791177 -0.15 0.09 -0.35
C 0.107038 -1.658506 3.780648 0.36 -0.06 0.08
C 1.472300 -1.670950 3.516086 -0.11 -0.09 0.23
C 1.933131 -1.255794 2.288672 0.07 0.06 -0.20
C 0.986543 -0.836234 1.319225 0.32 0.02 0.00
N -0.355151 -0.844929 1.612750 -0.16 0.00 0.12
N 1.233560 -0.407079 0.100786 -0.30 -0.25 0.41
Si 2.660749 -0.058512 -0.845083 0.80 0.41 -0.65
C 1.982167 0.447753 -2.535575 0.20 -0.16 0.27
C 3.527880 1.410609 -0.024606 -0.24 -0.34 0.02
C 3.843998 -1.517444 -0.947418 -0.42 0.12 0.10
H -2.480808 -0.962988 4.078807 -0.03 0.00 -0.01
H -2.713942 -2.169418 2.812345 0.04 -0.02 -0.02
H -2.739122 -0.453389 2.391495 0.00 0.00 0.01
H -0.265208 -1.980965 4.743168 -0.04 0.01 -0.01
H 2.166055 -2.005153 4.276122 -0.01 0.00 -0.01
H 2.985607 -1.248158 2.039455 -0.02 0.00 0.04
H 0.915579 0.219791 -2.582598 -0.01 -0.01 -0.06
H 2.468907 -0.095554 -3.347493 0.01 -0.01 0.03
H 2.117879 1.513765 -2.731911 -0.01 0.00 0.06
H 2.799798 2.150731 0.315268 0.01 0.02 -0.04
H 4.209984 1.889756 -0.729047 0.01 -0.01 -0.02
H 4.109904 1.091929 0.843020 0.00 0.02 0.00
H 3.369391 -2.363872 -1.447170 0.03 0.00 0.00
H 4.164847 -1.847143 0.042795 0.03 0.00 -0.03
H 4.734395 -1.244473 -1.515678 -0.01 0.05 -0.02
N -0.633356 1.879346 -0.036765 0.18 0.22 -0.25
C -0.285301 2.975040 -0.189908 0.00 -0.16 0.15
N 0.063305 4.215336 -0.387183 -0.07 0.09 -0.12
C 0.457878 5.100333 0.715638 0.23 0.05 0.21
C 1.962395 5.358831 0.687711 -0.09 0.07 -0.15
C 2.393880 5.857728 -0.694007 0.01 -0.16 0.05
C 1.976304 4.865857 -1.781799 -0.09 0.13 0.11
C 0.467641 4.654024 -1.733051 0.18 0.00 -0.15
H 0.145004 4.651547 1.656788 -0.05 -0.01 -0.03
H -0.079719 6.043585 0.588942 -0.06 -0.04 0.00
H 2.497278 4.437736 0.934098 0.00 0.00 0.02
H 2.205376 6.098477 1.451648 0.01 -0.03 0.03
H 3.472723 6.011182 -0.716726 -0.01 0.03 0.00
H 1.921796 6.825457 -0.890037 0.05 0.03 -0.01
H 2.478594 3.907590 -1.623463 0.02 -0.03 -0.03
H 2.258143 5.232895 -2.769585 -0.01 -0.02 -0.01
H 0.135738 3.914379 -2.460685 -0.04 -0.01 0.04
H -0.046118 5.596628 -1.939765 -0.05 -0.04 0.00
```
Forces are in eV/Å.

Results of the natural (NBO) charge analysis, in e, for atoms 1 through 4: 1.21, -0.67, 0.38, -0.28


Entry 3:
Molecular formula: C2H2Cl4
Method: DFT, ωB97M-V/def2-TZVPD

Output
- Total energy: -52195.723 eV
- 2S+1: 1
- LUMO: 0.508 eV
- E_HOMO: -10.7864 eV
- ΔE to the lowest compared entry with this formula, charge and spin: 3.3 kcal/mol
- Gap between HOMO and LUMO: 11.294 eV
- Strongest force on any atom: 0.04272 hartree/bohr

XYZ file:
```
8
Properties=species:S:1:pos:R:3:forces:R:3
C -0.860928 0.090804 -0.108674 1.74 0.86 0.72
C 0.631894 -0.337509 0.034094 0.00 1.99 -0.92
Cl -0.843481 1.850530 0.185707 -0.83 0.57 -0.73
Cl 0.862287 -2.023249 0.009699 -0.09 -1.18 -0.01
Cl 1.266556 0.363794 1.561447 0.28 -0.63 -0.31
Cl 1.519425 0.408880 -1.400639 -0.20 -0.44 0.76
H -1.292085 -0.233246 0.820904 -0.96 -0.93 -0.29
H -1.283670 -0.120003 -1.102541 0.05 -0.24 0.78
```
Forces are in eV/Å.

Results of the natural (NBO) charge analysis, in e, for atoms 1 through 4: -0.43, -0.12, -0.04, 0.09


Entry 4:
Molecular formula: C32H34Cl4F2MnN6O2PTi
Method: DFT, ωB97M-V/def2-TZVPD

Output
- Total energy: -166010.694 eV
- 2S+1: 9
- LUMO (alpha / beta): -5.060 / -5.554 eV
- E_HOMO (alpha / beta): -9.7015 / -13.8737 eV
- Net charge: +2
- Gap between HOMO and LUMO (alpha / beta): 4.642 / 8.320 eV
- Strongest force on any atom: 0.07897 hartree/bohr

XYZ file:
```
83
Properties=species:S:1:pos:R:3:forces:R:3
Mn -15.482832 4.273864 -7.124019 -0.18 0.39 -0.04
Ti -20.816068 2.671830 -3.326314 -0.53 1.23 -0.52
O -17.367210 3.999163 -6.619354 -3.78 -0.52 1.40
P -18.830410 4.224636 -6.161499 0.76 0.00 -1.23
O -19.372222 3.745548 -4.839486 0.84 0.79 -1.92
F -19.813406 3.651414 -7.356523 1.77 1.25 1.89
F -18.958997 5.838871 -6.390549 -0.56 -2.44 0.54
N -15.833648 3.347910 -8.991143 0.21 -0.76 -2.62
C -16.552648 2.218026 -8.900519 -0.50 -1.33 -0.99
C -16.952556 1.416314 -10.007596 0.90 1.50 -0.23
C -16.597642 1.848905 -11.294557 -0.93 -0.99 1.49
C -15.873524 3.012444 -11.423121 0.16 -0.37 -0.29
C -15.505211 3.703182 -10.302627 0.17 0.24 1.47
H -16.830233 1.859115 -7.920447 0.04 0.22 0.22
H -17.488734 0.482281 -9.926980 -0.06 0.10 0.51
H -16.929554 1.227595 -12.113221 0.23 0.20 -0.33
H -15.525578 3.294657 -12.405813 0.00 0.41 0.08
H -14.883318 4.569172 -10.475013 0.01 0.24 0.55
N -16.042619 6.154889 -7.878261 -0.28 2.94 -1.01
C -15.309801 7.282208 -7.640755 0.63 0.28 -0.79
C -15.395358 8.468588 -8.392424 -1.37 -1.16 -0.30
C -16.404133 8.503080 -9.357817 -1.10 0.08 -0.43
C -17.309849 7.443458 -9.559053 2.23 0.29 1.38
C -17.030660 6.315879 -8.795491 -1.18 -0.43 -0.13
H -14.561500 7.222425 -6.864307 0.06 -0.18 0.11
H -14.804080 9.364989 -8.277307 0.28 -0.29 0.47
H -16.620318 9.390820 -9.933650 0.46 0.30 -0.01
H -18.133463 7.497497 -10.255569 0.03 -0.14 0.13
H -17.782539 5.547316 -8.897425 0.38 -0.73 0.01
N -21.663469 4.733673 -2.373997 0.01 0.53 -0.31
C -22.226332 4.896750 -1.137358 0.55 0.65 -2.48
C -22.538501 6.177098 -0.705942 -1.16 1.04 0.09
C -22.422704 7.318667 -1.532273 0.65 -2.81 0.76
C -21.809385 7.085925 -2.766141 -1.20 2.71 0.73
C -21.485417 5.842878 -3.180329 0.74 -2.12 1.51
H -22.511834 3.959625 -0.682730 0.24 0.22 0.68
H -23.051616 6.363170 0.225981 0.12 -0.46 0.30
H -22.811522 8.239053 -1.122253 0.29 0.29 -0.47
H -21.673250 7.983322 -3.351425 0.21 -0.30 -0.62
H -20.935179 5.711698 -4.100349 -0.21 -0.29 -0.17
N -19.418609 4.839246 -10.875358 -0.11 0.58 0.23
C -19.510592 5.530358 -12.036585 -0.37 -1.30 0.04
C -19.983193 4.945435 -13.200357 0.10 -0.64 -0.31
C -20.363327 3.585521 -13.225060 0.02 1.51 0.79
C -20.312363 2.924995 -12.014715 0.15 -0.17 0.76
C -19.847100 3.580423 -10.847155 -0.22 0.09 -1.88
H -19.241870 6.576233 -12.054716 0.18 0.06 0.23
H -20.033886 5.507786 -14.121002 -0.04 0.21 0.04
H -20.794659 3.187808 -14.131803 0.18 -0.34 0.04
H -20.637488 1.900007 -11.914160 -0.08 -0.11 -0.09
H -19.859823 3.034377 -9.915458 0.20 0.15 0.24
N -15.044765 5.169794 -5.253154 0.78 1.64 2.19
C -13.833398 5.111856 -4.594899 -1.48 -0.28 1.99
C -13.714291 5.424375 -3.202657 -1.46 -0.32 -0.58
C -14.859903 5.852294 -2.470964 1.81 -0.31 -0.60
C -15.985600 6.135929 -3.182995 -0.54 -0.01 -1.49
C -16.038422 5.824714 -4.537407 0.74 -0.56 -0.23
H -12.993842 4.645759 -5.089162 -0.01 0.08 -0.25
H -12.815765 5.199368 -2.647294 0.25 0.14 -0.32
H -14.855828 6.007050 -1.402119 0.35 -0.05 0.06
H -16.877413 6.599481 -2.787791 0.08 -0.02 0.33
H -16.952899 6.162617 -5.002108 0.06 -0.55 -0.75
N -22.690452 2.929104 -4.747239 -0.38 0.61 0.42
C -23.890823 3.488014 -4.425463 0.23 0.05 -0.87
C -24.862500 3.794109 -5.385075 1.20 -0.35 0.87
C -24.561930 3.478135 -6.687723 -0.38 -0.53 -1.01
C -23.374691 2.842400 -7.055982 0.36 0.33 1.30
C -22.423714 2.660109 -6.035079 -1.21 -0.27 -0.23
H -24.075771 3.770633 -3.399646 0.24 -0.29 0.20
H -25.809458 4.232920 -5.107359 0.06 0.06 0.03
H -25.325675 3.670240 -7.426758 0.06 -0.01 -0.27
H -23.210939 2.478214 -8.059455 0.13 0.24 -0.07
H -21.445983 2.236588 -6.211326 -0.02 -0.13 -0.22
C -22.030277 5.857623 -8.682531 -0.44 -0.31 0.07
Cl -23.176979 5.472085 -10.008931 0.70 -0.21 0.32
Cl -22.704710 7.201130 -7.762408 0.33 0.35 0.21
H -21.962368 5.031700 -7.974473 -0.18 -0.11 -0.39
H -21.034584 6.069597 -9.072098 -0.31 0.21 -0.18
C -18.622042 8.799768 -6.387668 0.24 0.43 -0.22
Cl -18.336780 10.496967 -6.788558 -0.08 0.12 -0.39
Cl -19.371272 8.734333 -4.784105 0.21 -0.50 -0.07
H -19.271415 8.327736 -7.124972 -0.04 0.22 0.21
H -17.626109 8.357869 -6.418256 -0.28 -0.30 0.41
```
Forces are in eV/Å.

Results of the Mulliken charge analysis, in e, for atoms 1 through 4: 0.41, 0.44, 0.32, -0.12


Among the records above, which one has the lowest total energy?
C32H34Cl4F2MnN6O2PTi